No. 1
20
Properties=species:S:1:pos:R:3:forces:R:3:lowdin_charge:R:1 method="wB97M-V/def2-TZVPD" total_charge=+2 homo_energy_ha=-0.62126 gap_ev=9.31 energy_ev=-19175.684 smiles="C[N@H+]1C=C(C[NH3+])SC1"
C 0.60561 0.78493 0.62871 -8.479 2.550 1.003 -0.133
C -0.65070 0.10523 0.49125 5.763 0.943 -1.076 -0.391
C 1.47792 -1.30542 0.66580 -0.613 -1.791 1.789 -0.337
C 2.18510 0.29909 -1.04323 0.912 0.105 -1.204 0.059
C -2.00120 0.74600 0.26933 0.093 0.093 1.899 -0.142
N 1.77095 0.11912 0.46301 4.014 -1.374 -2.724 -0.168
N -2.87883 -0.16720 -0.48730 1.481 -3.718 0.836 0.177
S -0.22820 -1.59865 0.11091 -0.680 0.220 -0.541 1.010
H 0.49974 1.88233 0.71404 1.004 -0.696 -0.007 0.170
H 2.22012 -2.06484 0.29266 -0.742 1.131 0.132 0.152
H 1.29797 -1.42747 1.74556 0.855 -0.020 -0.141 0.116
H 2.60101 1.30765 -1.30746 -0.412 -0.742 0.990 0.132
H 2.96851 -0.47006 -1.37574 -1.359 0.918 0.776 0.146
H 1.21643 0.22256 -1.55388 0.598 -0.382 -0.169 0.093
H -2.05680 1.73356 -0.12991 0.638 0.585 -0.804 0.144
H -2.40445 0.91113 1.27837 -0.441 -0.431 -0.184 0.163
H 2.60028 0.42530 1.00740 -0.734 -0.138 0.208 0.228
H -3.86234 -0.12120 -0.30842 -1.170 1.096 -0.305 0.168
H -2.71462 -1.12282 0.06424 -0.236 1.652 -2.088 0.192
H -2.64649 -0.25923 -1.52535 -0.494 -0.002 1.611 0.221

---

No. 2
161
Properties=species:S:1:pos:R:3:forces:R:3:lowdin_charge:R:1 method="wB97M-V/def2-TZVPD" total_charge=+1 homo_energy_ha=-0.27899 gap_ev=1.63 energy_ev=-201863.447
C 5.18746 -5.41621 1.77794 1.397 4.489 4.991 -0.247
C 4.76147 -3.99258 1.08681 -0.139 0.385 1.099 -0.199
C 3.34636 -4.00703 0.26276 -0.165 -0.187 0.924 -0.207
C 3.03733 -5.36789 -0.59155 -1.162 0.774 -1.262 -0.198
C 3.61413 -5.31998 -2.16073 -0.436 -1.418 0.266 -0.210
C 3.19984 -3.97671 -2.97529 -0.868 -0.532 -0.229 -0.225
C 4.25509 -2.76133 -3.05135 -0.266 0.711 -0.965 -0.223
C 5.71764 -2.93655 -2.39238 0.408 2.029 0.259 -0.187
C 6.01577 -1.56689 -1.47824 1.261 -1.062 0.328 -0.237
C 6.91051 -0.44124 -2.26674 -0.269 -0.132 0.919 -0.205
C 7.61811 0.48980 -1.07057 0.548 -0.198 -0.755 -0.208
C 7.66790 2.08741 -1.43461 0.442 0.434 1.176 -0.220
C 6.31298 2.92615 -1.03919 -0.290 0.227 -1.313 -0.239
C 4.92713 2.26367 -1.63153 -0.957 0.892 -0.185 -0.210
C 3.58200 3.16708 -1.22135 -0.013 -3.206 -0.295 -0.327
C 2.28517 2.73954 -2.17326 0.819 0.478 1.153 -0.168
C 0.99222 2.33968 -1.19752 -0.116 0.694 -1.232 -0.195
C 0.60650 0.74916 -1.23539 -0.065 1.024 -0.803 -0.126
C 0.16842 0.09634 0.20200 0.636 -2.867 -3.053 -0.338
C -0.87989 -1.15306 -0.17396 0.628 -0.421 0.860 -0.132
C -0.34641 -2.08602 -1.42113 -0.845 -1.033 -0.061 -0.166
C -1.29488 -1.88346 -2.77639 0.069 -1.304 0.134 -0.097
C -0.50801 -2.26623 -4.17718 -1.943 -2.161 -5.227 -0.235
O -1.06768 -2.97946 -5.19073 3.779 4.940 7.206 -0.012
O 0.88302 -1.74416 -4.31892 -3.207 0.002 0.148 -0.042
C 1.48759 -0.61537 0.85749 0.035 -1.203 -0.360 -0.127
N 1.76146 -0.28058 2.30166 -0.122 2.092 -2.336 -0.216
P 2.85996 1.10087 2.51608 3.614 0.067 5.297 0.738
N 3.46945 1.07103 4.04820 -2.263 -0.523 -3.085 -0.178
O 4.24760 0.95445 1.44246 -3.294 1.287 1.177 -0.215
O 2.10425 2.67151 2.35859 -0.664 -2.638 -0.873 -0.235
C 0.53873 -0.24598 3.16903 -0.119 -0.153 1.275 -0.158
C -0.81541 0.34385 2.46230 -1.452 -0.316 3.054 -0.108
N -0.60375 1.01154 1.12182 -0.482 -0.499 0.075 0.062
H 4.32496 -6.20187 1.86807 1.523 2.437 0.796 0.096
H 5.58467 -5.20070 2.87092 -0.959 0.267 -1.445 0.079
H 6.13113 -5.81756 1.17588 -0.885 2.773 3.310 0.072
H 5.68888 -3.60452 0.48813 -1.992 -0.723 0.870 0.082
H 4.61184 -3.22243 1.98445 0.338 -1.483 -2.035 0.114
H 2.48486 -3.92800 1.08589 1.789 -0.218 -1.602 0.106
H 3.25355 -3.00160 -0.36322 0.234 -2.211 0.929 0.088
H 3.32954 -6.37120 -0.06486 -0.495 2.373 -0.995 0.084
H 1.85017 -5.41042 -0.72384 2.386 0.144 0.232 0.107
H 3.05581 -6.22956 -2.69660 1.207 1.918 1.078 0.112
H 4.76674 -5.61046 -2.21806 -2.439 0.941 0.176 0.104
H 2.91467 -4.30838 -4.08013 0.582 0.744 2.376 0.119
H 2.19390 -3.56617 -2.48001 2.065 -0.973 -1.101 0.086
H 3.72782 -1.79354 -2.59802 1.185 -1.988 -0.822 0.093
H 4.41312 -2.49443 -4.20478 -0.375 -0.567 2.510 0.122
H 6.52568 -2.89326 -3.26739 -1.680 -0.527 2.047 0.118
H 5.89223 -3.83088 -1.66861 -0.600 1.406 -1.699 0.086
H 6.68663 -1.93602 -0.56167 -1.356 0.902 -1.909 0.106
H 5.03355 -1.13551 -0.98210 1.906 -0.746 -1.166 0.091
H 6.23672 0.20094 -2.97826 1.307 -1.134 1.399 0.098
H 7.72598 -0.98385 -2.93502 -1.667 1.152 1.505 0.116
H 8.74588 0.12509 -0.93626 -2.485 0.675 -0.274 0.117
H 7.06699 0.24956 -0.04172 1.089 0.838 -2.214 0.111
H 8.54857 2.55957 -0.78128 -1.872 -0.953 -1.416 0.115
H 7.97764 2.30663 -2.56076 -0.869 -0.746 2.310 0.123
H 6.17436 3.12754 0.10704 0.494 -0.542 -2.049 0.107
H 6.41536 3.99157 -1.55420 -0.272 -2.289 1.302 0.058
H 4.70608 1.18291 -1.23093 0.718 1.882 -0.805 0.083
H 4.93222 2.25264 -2.81598 0.292 -0.118 2.348 0.118
H 3.79069 4.32059 -1.34222 -0.804 -2.559 -0.168 -0.304
H 3.40803 2.96251 -0.08194 -0.031 0.486 -2.045 0.079
H 2.05096 3.70725 -2.82173 0.227 -2.220 1.207 0.116
H 2.63285 1.84644 -2.85007 -0.984 1.632 1.085 0.100
H 0.06812 2.92315 -1.67539 1.660 -1.028 1.340 0.067
H 1.23720 2.77325 -0.13899 -0.538 -0.885 -1.887 0.088
H 1.52943 0.19346 -1.74646 -2.080 0.882 1.537 0.132
H -0.28395 0.63985 -2.02214 1.812 0.087 1.776 0.105
H -0.91551 -1.87514 0.77590 -0.167 1.689 -2.043 0.131
H -1.96203 -0.73027 -0.37619 1.956 -0.848 0.250 0.122
H -0.53240 -3.21941 -1.09401 0.513 2.534 -0.710 0.141
H 0.80009 -2.00388 -1.63994 -2.270 0.156 0.388 0.099
H -1.77683 -0.80416 -2.79979 1.225 -2.122 -0.322 0.108
H -2.18674 -2.67175 -2.68876 2.017 1.925 -0.324 0.109
H 0.89891 -0.91514 -4.88209 -0.316 -1.533 0.647 0.129
H 1.34374 -1.79994 0.80475 0.183 2.560 0.014 0.133
H 2.40801 -0.38261 0.16360 -1.656 -0.274 1.702 0.132
H 3.07286 0.26831 4.58436 0.588 0.745 -0.551 -0.006
H 4.90539 1.68790 1.63257 -1.117 -0.927 -0.009 0.094
H 1.23586 2.61193 2.86258 1.821 0.124 -0.187 0.055
H 0.79056 0.39817 4.13235 -0.590 -1.304 -2.068 0.122
H 0.30191 -1.33541 3.56514 0.489 2.189 -1.005 0.160
H -1.65257 -0.50101 2.42694 1.959 1.940 -0.417 0.155
H -1.26191 1.17766 3.18989 1.028 -1.764 -1.575 0.137
H -1.56373 1.14594 0.69039 1.455 0.086 0.558 0.165
H -0.16729 1.94075 1.30454 -0.008 -0.700 -0.633 0.146
C 5.81279 -8.97134 -1.12629 0.158 0.917 0.852 -0.054
C 5.52762 -7.77992 -0.22647 -0.943 4.559 3.578 -0.045
N 5.29101 -6.79162 0.51996 -0.119 -14.107 -13.203 -0.060
H 5.10204 -8.98962 -1.95703 0.038 0.147 0.213 0.075
H 6.82759 -8.90116 -1.52737 -0.121 -0.008 0.075 0.077
H 5.71855 -9.89983 -0.55653 0.004 0.192 -0.012 0.079
Br 4.51326 5.78126 -1.00176 0.941 3.331 0.494 0.090
B -0.88675 1.64065 6.47953 3.536 -2.929 0.645 -1.064
F -0.28079 2.18314 5.27437 -1.354 -0.145 1.059 0.029
F 0.10723 1.58534 7.53905 -2.359 0.492 -2.056 0.084
F -1.98935 2.49298 6.89336 -0.337 0.251 -0.104 -0.174
F -1.38402 0.30106 6.21112 0.265 2.401 0.118 0.058
F -3.97543 -3.48403 -1.34457 0.471 -0.096 0.252 0.046
C -5.12223 -3.15356 -1.95306 -1.295 0.338 -0.630 -0.293
C -5.09853 -2.74434 -3.28183 0.140 0.031 0.051 -0.023
C -6.29296 -2.40509 -3.91731 -0.175 -0.071 0.496 -0.078
C -7.49773 -2.46847 -3.21283 0.057 0.018 -0.063 -0.083
C -7.51052 -2.87558 -1.87790 0.288 0.051 -0.276 -0.067
C -6.31740 -3.22543 -1.24615 0.115 0.009 0.053 -0.013
H -4.15231 -2.69322 -3.81050 -0.078 -0.096 -0.011 0.101
H -6.28606 -2.09139 -4.95822 0.048 -0.087 0.179 0.100
H -8.42856 -2.19949 -3.70756 0.173 -0.049 0.108 0.105
H -8.44892 -2.92019 -1.33043 0.203 -0.002 -0.074 0.109
H -6.31018 -3.55259 -0.21172 0.030 0.018 -0.094 0.115
O -2.43257 3.37899 -2.36379 -0.060 0.091 -0.172 0.241
H -2.62382 4.31045 -2.08459 0.068 -0.015 -0.017 0.174
H -2.59612 3.25051 -3.33279 0.036 0.039 0.068 0.176
H -2.94319 2.72601 -1.82063 -0.036 0.005 -0.010 0.153
O 4.79687 1.89388 7.07988 -0.270 0.870 1.362 -0.200
H 4.90529 1.37500 6.30384 0.150 -0.798 -1.423 -0.124
Ca -3.24892 4.02940 6.16244 0.335 0.060 0.005 1.371
C -9.02030 -2.52922 2.91132 0.262 -0.555 0.701 -0.111
O -9.35168 -1.69342 1.82353 -0.427 1.580 -1.004 -0.235
P -9.47308 -0.11377 2.11250 0.613 0.294 0.401 0.431
O -8.28095 0.50064 2.76779 -1.710 -0.630 -0.673 -0.257
O -10.84569 0.02082 2.94796 1.519 0.517 -0.047 -0.225
C -11.95950 -0.75615 2.55666 -0.732 -0.539 -0.182 -0.105
O -9.84946 0.49280 0.66803 0.461 -1.566 0.675 -0.224
C -10.00757 1.89479 0.58934 -0.108 0.864 -0.044 -0.110
H -9.50123 -3.49905 2.76185 0.039 0.185 -0.087 0.097
H -7.93739 -2.66754 2.94706 -0.106 0.043 0.100 0.092
H -9.37012 -2.10961 3.85914 0.096 -0.056 -0.039 0.092
H -11.97903 -1.67179 3.15424 -0.056 0.047 -0.128 0.092
H -11.92338 -1.01528 1.49495 -0.026 0.032 0.113 0.092
H -12.87323 -0.19028 2.75198 0.219 0.017 0.021 0.097
H -10.85220 2.21160 1.20749 0.098 0.064 -0.028 0.093
H -10.21067 2.16669 -0.44940 0.026 -0.258 0.145 0.094
H -9.09623 2.40354 0.91462 -0.105 -0.040 0.043 0.084
C -7.51902 0.70566 -7.04456 0.279 0.105 -0.078 0.034
N -8.55077 0.58890 -5.97887 -0.963 -0.190 0.676 -0.428
O -8.27905 1.07040 -4.87287 -0.494 -0.675 -1.305 0.032
O -9.60425 0.01729 -6.28280 1.668 0.924 0.653 0.061
H -6.64973 1.22766 -6.63915 -0.303 -0.130 -0.004 0.090
H -7.25091 -0.30607 -7.35580 -0.180 0.190 -0.046 0.101
H -7.95887 1.27133 -7.86843 0.022 -0.241 0.106 0.104
C 1.93687 8.14329 2.56493 0.164 0.028 -0.223 -0.065
C 1.77415 7.32889 3.84698 -0.261 0.246 -0.151 -0.419
C 0.63145 6.28917 3.77963 0.375 -0.044 0.434 -0.201
O -0.68141 6.84646 3.90723 -0.055 -0.463 -0.293 -0.243
C -1.19869 7.40567 2.70964 -0.148 0.234 0.346 -0.119
N 1.59788 8.24975 4.97930 -0.433 -0.412 0.094 0.041
H 1.17579 8.92210 2.45995 0.032 -0.098 0.105 0.064
H 2.90904 8.64879 2.55604 -0.215 -0.134 0.053 0.087
H 1.88993 7.49857 1.68065 0.069 0.072 0.071 0.076
H 2.70966 6.77484 3.99390 -0.214 -0.036 0.073 0.146
H 0.74593 5.60758 4.63170 -0.081 0.140 -0.022 0.118
H 0.70297 5.66823 2.87832 -0.031 0.137 -0.171 0.107
H -0.87395 6.85544 1.82129 0.137 0.051 0.027 0.084
H -0.91090 8.45610 2.63574 0.020 -0.070 -0.271 0.080
H -2.28989 7.36773 2.76090 0.029 -0.047 0.065 0.076
H 1.59026 7.70568 5.84249 0.207 0.164 -0.061 0.075
H 0.64604 8.62409 4.92133 0.361 0.050 -0.031 0.069